Entry 1:
Computed, not measured: a 3-piece molecular cluster, C4H13NO2 overall, with the ωB97M-V functional and the def2-TZVPD basis.

DFT total energy: -9943.27120 eV
net charge: 0
gap between HOMO and LUMO: 0.35053 hartree
SMILES string: C1CCNC1.O.O
molecular weight: 107.153 u
HOMO level: -0.32101 Eh

Last column: natural (NBO) charge in e.
Atoms and positions in Å:
C: 0.94 1.24 0.23  -0.42
C: -0.58 1.16 0.13  -0.42
C: -0.97 2.66 0.09  -0.22
N: 0.16 3.37 -0.50  -0.62
C: 1.41 2.64 -0.20  -0.22
H: 1.21 1.11 1.28  0.20
H: 1.56 0.52 -0.31  0.22
H: -0.84 0.69 -0.82  0.21
H: -1.09 0.66 0.95  0.21
H: -1.18 2.96 1.14  0.15
H: -1.89 2.90 -0.43  0.20
H: 0.15 4.30 -0.06  0.36
H: 2.05 2.64 -1.08  0.19
H: 1.95 3.10 0.63  0.17
O: -0.32 -6.32 0.93  -0.94
H: 0.51 -6.70 1.20  0.47
H: -0.70 -5.83 1.67  0.47
O: -0.44 -2.60 -1.02  -0.94
H: -0.35 -2.09 -0.22  0.47
H: -1.37 -2.54 -1.30  0.47


Entry 2:
Computed, not measured: C19H16FN3O6 in the gas phase, with the ωB97M-V functional and the def2-TZVPD basis.

DFT total energy: -39433.74575 eV
net charge: 0
gap between HOMO and LUMO: 0.29373 hartree
SMILES string: CCOc1cc([N+](=O)[O-])cc(/C=C2/NC(=O)N(Cc3ccccc3F)C2=O)c1O
molecular weight: 401.350 u
HOMO level: -0.31352 Eh

Last column: natural (NBO) charge in e.
Atoms and positions in Å:
C: 6.60 0.57 0.99  -0.64
C: 6.29 -0.06 -0.36  -0.06
O: 5.15 -0.90 -0.32  -0.52
C: 3.90 -0.33 -0.31  0.21
C: 3.61 1.01 -0.42  -0.28
C: 2.28 1.41 -0.39  0.07
N: 2.00 2.82 -0.47  0.52
O: 0.86 3.19 -0.27  -0.36
O: 2.93 3.56 -0.72  -0.40
C: 1.23 0.51 -0.28  -0.18
C: 1.51 -0.85 -0.17  -0.15
C: 0.52 -1.89 -0.01  -0.18
C: -0.82 -1.89 -0.19  0.07
N: -1.59 -3.02 0.04  -0.61
C: -2.91 -2.82 -0.26  0.79
O: -3.82 -3.61 -0.15  -0.60
N: -3.00 -1.52 -0.71  -0.46
C: -4.24 -0.89 -1.12  -0.24
C: -4.64 0.22 -0.19  -0.11
C: -4.46 0.13 1.18  -0.18
C: -4.82 1.17 2.02  -0.22
C: -5.36 2.33 1.50  -0.19
C: -5.56 2.45 0.13  -0.27
C: -5.19 1.39 -0.69  0.41
F: -5.40 1.51 -2.02  -0.33
C: -1.78 -0.87 -0.69  0.66
O: -1.61 0.27 -1.04  -0.56
C: 2.85 -1.27 -0.18  0.38
O: 3.16 -2.58 -0.06  -0.67
H: 5.80 1.23 1.30  0.22
H: 7.52 1.15 0.91  0.22
H: 6.73 -0.20 1.74  0.22
H: 7.10 -0.74 -0.65  0.20
H: 6.18 0.70 -1.14  0.18
H: 4.37 1.77 -0.52  0.25
H: 0.22 0.87 -0.29  0.28
H: 0.94 -2.84 0.29  0.23
H: -1.23 -3.90 0.38  0.43
H: -4.13 -0.50 -2.14  0.24
H: -5.00 -1.69 -1.12  0.25
H: -4.04 -0.78 1.60  0.21
H: -4.67 1.07 3.08  0.22
H: -5.64 3.14 2.15  0.22
H: -5.98 3.34 -0.31  0.23
H: 4.13 -2.66 -0.09  0.51


| no. | F_max (hartree/bohr) |
| --- | --- |
| 1 | 0.0368 |
| 2 | 0.0257 |